Arrangement w

Formula: C2H5ClN2O2
Source: the OMol25 dataset
Level of theory: ωB97M-V/def2-TZVPD

Last column: natural (NBO) charge in e.
Atoms and positions in Å:
N 1.122 -0.720 1.209  -0.459
O 0.205 -0.834 0.254  -0.353
C 0.087 0.600 -0.730  0.053
C -0.039 1.828 0.087  -0.419
Cl 1.476 2.151 1.006  -0.061
N 1.263 0.623 -1.602  0.118
O 2.331 0.546 -1.042  -0.262
H 2.068 -0.461 0.808  0.352
H 0.854 0.040 1.941  0.325
H -0.839 0.597 -1.253  0.209
H -0.133 2.691 -0.591  0.243
H -0.829 1.814 0.880  0.254

The gap between HOMO and LUMO (alpha / beta) is 7.96 / 7.96 eV. As for the LUMO energy (alpha / beta): -0.030 / -0.030 Eh. The multiplicity is 1.

---

Arrangement x

Formula: C2H5ClN2O2
Source: the OMol25 dataset
Level of theory: ωB97M-V/def2-TZVPD

Last column: natural (NBO) charge in e.
Atoms and positions in Å:
O 0.645 2.174 -1.363  -0.542
N -0.414 1.325 -0.944  -0.137
C -0.242 0.527 0.013  0.256
C -1.377 -0.362 0.420  -0.405
Cl -0.988 -2.126 0.486  -0.067
N 0.945 0.417 0.775  -0.338
O 2.133 0.576 0.034  -0.550
H 1.399 1.803 -0.955  0.461
H -2.264 -0.198 -0.208  0.261
H -1.617 -0.114 1.461  0.227
H 0.922 -0.456 1.321  0.369
H 2.131 -0.076 -0.659  0.465

The gap between HOMO and LUMO is 10.08 eV. As for the LUMO energy: 0.017 Eh. The multiplicity is 1.

---

arrangement x takes first place; second place is 0.0883 hartree up.